This record from the Open Molecules 2025 dataset describes a cluster of 2 separate species, C3H8ClOPS in total. The level of theory is wB97M-V/def2-TZVPD.

XYZ file:
```
15
Properties=species:S:1:pos:R:3
Cl 0.33129 3.43056 0.78460
S 1.08391 1.08169 2.97777
P 0.06703 1.56152 1.40581
O -2.97380 1.28387 1.23627
C -0.43831 -0.87427 0.29086
C 0.14754 0.46445 -0.10902
C 1.59357 0.40934 -0.57975
H 1.65555 -0.17503 -1.49667
H 0.12691 -1.31327 1.11389
H -1.47221 -0.72899 0.60397
H 1.97652 1.40860 -0.78676
H -0.49051 0.94628 -0.85668
H 2.22820 -0.05953 0.17164
H -3.29233 1.58714 2.08605
H -0.41960 -1.56387 -0.55122
```

The net charge is 0. As for the frontier orbital gap (alpha / beta): 0.2224 / 0.2221 Eh. The strongest force on any atom comes out at 2.2 eV/A. The energy above the lowest of the compared OMol25 structures with the same formula, charge and spin is 384.62 kJ/mol.